one:
The following is a DFT calculation (ωB97M-V/def2-TZVPD) of C5H12N2 as an isolated structure.

LUMO: 0.7772 eV
E_HOMO: -7.88 eV
HOMO-LUMO gap: 8.658 eV

The geometry in ORCA input format:
```
! wB97M-V def2-TZVPD RIJCOSX def2/J DEFGRID3
* xyz 0 1
C 0.08268 1.96842 0.06768
C 0.45855 -0.51973 -1.44652
C 1.29375 -1.44625 0.79694
C 0.38555 -0.48886 0.06090
N 0.14334 0.69585 0.75734
H 0.71992 2.00912 -0.82106
H -0.95146 2.20812 -0.22890
H 0.41127 2.75008 0.75439
H 0.53195 -1.54070 -1.82156
H -0.40015 -0.02106 -1.90010
H 1.24256 -2.46056 0.39561
H 1.35315 0.02024 -1.77088
H 1.05279 -1.45414 1.86033
H 2.32008 -1.07657 0.69838
C -1.44577 -0.04807 0.87992
N -2.47573 0.34966 0.24364
H -2.45247 0.40806 -0.76492
H -1.44341 -0.24618 1.94632
H -0.82660 -1.10743 0.29248
*
```



two:
The following is a DFT calculation (ωB97M-V/def2-TZVPD) of C5H12N2 in the gas phase.

LUMO: 0.8179 eV
E_HOMO: -6.53 eV
HOMO-LUMO gap: 7.344 eV

The geometry in ORCA input format:
```
! wB97M-V def2-TZVPD RIJCOSX def2/J DEFGRID3
* xyz 0 1
C -0.96136 1.18235 -0.96013
C -2.34016 0.94352 -1.56357
N -0.49397 0.04120 -0.14732
H -1.14618 -0.15163 0.60993
H -0.35923 -0.84284 -0.67100
H -0.21510 1.33795 -1.74055
H -0.95807 2.05810 -0.30920
H -2.63912 1.80309 -2.16276
H -3.09384 0.80163 -0.78641
H -2.33777 0.06692 -2.21260
C 1.14182 0.08420 0.52277
C 1.97534 -2.37556 0.77621
C 1.23892 0.42742 1.82091
N 1.41077 -1.63172 -0.05023
H 1.73392 0.59315 -0.22437
H 2.03589 -3.46247 0.64265
H 2.41285 -1.97938 1.72175
H 0.63227 -0.04927 2.57887
H 1.96300 1.15336 2.15506
*
```



three:
The following is a DFT calculation (ωB97M-V/def2-TZVPD) of C5H12N2 as an isolated structure.

LUMO: 0.8678 eV
E_HOMO: -7.63 eV
HOMO-LUMO gap: 8.495 eV

The geometry in ORCA input format:
```
! wB97M-V def2-TZVPD RIJCOSX def2/J DEFGRID3
* xyz 0 1
C -0.33602 -0.32728 -1.77033
C -0.12101 -1.12223 -0.40750
C -0.14120 -0.33026 0.86294
C -1.13083 -0.46936 1.76291
C 1.92639 0.96067 0.27616
N 0.99532 0.40023 1.24561
N -1.45572 0.58931 -1.48228
H 0.68461 -0.01092 -2.06599
H -0.55446 -1.06739 -2.56349
H -0.95644 -1.81727 -0.36795
H 0.79097 -1.72221 -0.42467
H -2.17554 -0.67088 1.59684
H -0.92026 -0.18935 2.79886
H 2.07072 0.24179 -0.53835
H 2.88658 1.14195 0.76221
H 1.57584 1.93228 -0.13537
H 0.84411 1.08859 1.96350
H -0.36011 0.93100 -1.10566
H -1.65748 1.03723 -2.37838
*
```



four:
The following is a DFT calculation (ωB97M-V/def2-TZVPD) of a 2-piece molecular cluster, C5H12N2 overall.

SMILES string: CC/C=C\N.C=N
LUMO: 1.0593 eV
E_HOMO: -7.65 eV
HOMO-LUMO gap: 8.713 eV

The geometry in ORCA input format:
```
! wB97M-V def2-TZVPD RIJCOSX def2/J DEFGRID3
* xyz 0 1
C -0.45221 0.95044 -1.31907
C -1.33044 0.88186 -0.07087
C -1.85713 -0.48958 0.25475
C -1.20349 -1.65025 0.29760
N 0.12092 -1.91130 -0.01277
H 0.50198 0.44939 -1.17472
H -0.25620 1.98934 -1.58233
H -0.95948 0.47352 -2.15509
H -0.78131 1.28166 0.78532
H -2.19248 1.54332 -0.22061
H -2.91396 -0.52620 0.47856
H -1.77812 -2.54335 0.52050
H 0.76671 -1.16168 0.18920
H 0.45668 -2.78564 0.36191
C 2.17131 1.02972 0.81028
N 2.39277 -0.20070 0.84405
H 1.30479 1.40099 1.33811
H 2.78609 1.78477 0.31132
H 3.22360 -0.51623 0.34381
*
```



Ordering by calculated energy gives the sequence four, three, two, one, with the first entry being the most stable.



one:
The following is a DFT calculation (ωB97M-V/def2-TZVPD) of C5H12N2 in the gas phase.

SMILES string: C=CCCNCN
LUMO: 0.9977 eV
E_HOMO: -8.85 eV
HOMO-LUMO gap: 9.852 eV

The geometry in ORCA input format:
```
! wB97M-V def2-TZVPD RIJCOSX def2/J DEFGRID3
* xyz 0 1
C -2.42966 2.14241 1.79968
C -1.31979 1.87748 1.08926
C -1.25466 0.65108 0.17792
C 0.29783 0.18728 -0.05856
N 0.37302 -0.76826 -1.21883
C 1.18190 -2.00465 -0.87760
N 2.66239 -1.83222 -0.65069
H -2.78236 3.14722 2.15450
H -3.06533 1.33562 1.89773
H -0.62167 2.68469 1.03125
H -1.76975 -0.15233 0.69262
H -1.72638 0.88153 -0.80636
H 0.80054 1.16039 -0.37612
H 0.76077 -0.17518 0.87607
H 0.81763 -0.22842 -2.09124
H 0.71166 -2.51420 0.02888
H 1.06177 -2.66994 -1.81007
H 2.74423 -1.15956 0.11200
H 2.96728 -1.22808 -1.40671
*
```



two:
The following is a DFT calculation (ωB97M-V/def2-TZVPD) of C5H12N2 in the gas phase.

SMILES string: C=C[C@@H](N)CCN
LUMO: 1.1273 eV
E_HOMO: -9.14 eV
HOMO-LUMO gap: 10.272 eV

The geometry in ORCA input format:
```
! wB97M-V def2-TZVPD RIJCOSX def2/J DEFGRID3
* xyz 0 1
C 1.51928 0.40957 -2.51687
C 1.12242 0.82205 -1.30449
C 0.41226 -0.04883 -0.30110
N 1.35065 -0.36041 0.77713
C -0.85941 0.64327 0.22377
C -1.57730 -0.06725 1.37826
N -1.78593 -1.49416 1.15003
H 2.02954 1.08664 -3.19474
H 1.35345 -0.60881 -2.85462
H 1.31976 1.85293 -1.01762
H 0.12144 -0.99182 -0.78040
H 2.16741 -0.81277 0.36643
H 1.68564 0.50400 1.19687
H -0.62155 1.66242 0.55952
H -1.56494 0.75657 -0.61083
H -1.01502 0.07043 2.30875
H -2.55388 0.40733 1.52789
H -2.24129 -1.89462 1.96971
H -0.86252 -1.93656 1.12232
*
```



Ordering by calculated energy gives the sequence two, one, with the first entry being the most stable.



one:
The following is a DFT calculation (ωB97M-V/def2-TZVPD) of an isolated ion of composition C2H6O2P and charge +1.

LUMO: -5.9639 eV
E_HOMO: -16.79 eV
HOMO-LUMO gap: 10.829 eV

The geometry in ORCA input format:
```
! wB97M-V def2-TZVPD RIJCOSX def2/J DEFGRID3
* xyz 1 1
C -2.08888 0.80118 -0.01087
C 1.81413 -1.11855 0.00674
O -0.61584 0.53421 -0.00391
O 1.77469 0.32785 0.18756
P 0.65548 1.38647 0.30123
H -2.22804 1.01699 1.04902
H -2.40392 -0.27958 -0.33042
H -2.20682 1.59674 -0.71443
H 1.04482 -1.60066 0.65590
H 1.36439 -1.28221 -1.03796
H 2.89001 -1.38246 -0.10286
*
```



two:
The following is a DFT calculation (ωB97M-V/def2-TZVPD) of an isolated ion of composition C2H6O2P and charge +1.

LUMO (alpha / beta): -7.3884 / -7.3886 eV
E_HOMO (alpha / beta): -14.67 / -14.67 eV
HOMO-LUMO gap (alpha / beta): 7.284 / 7.283 eV

The geometry in ORCA input format:
```
! wB97M-V def2-TZVPD RIJCOSX def2/J DEFGRID3
* xyz 1 1
C -2.67476 -0.16172 0.01047
C 2.80475 0.23606 0.02229
O -1.38902 0.28911 0.02627
O 1.40562 0.04414 0.08476
P 0.33888 -1.00857 0.00816
H -2.78060 -1.24429 -0.08258
H -3.18435 0.30411 -0.84363
H -3.17495 0.16080 0.93340
H 3.34254 -0.71186 0.02326
H 3.02604 0.79681 -0.88913
H 3.10319 0.84106 0.88066
*
```



Ordering by calculated energy gives the sequence one, two, with the first entry being the most stable.



one:
The following is a DFT calculation (ωB97M-V/def2-TZVPD) of a 2-piece molecular cluster, C5H14NO overall.

LUMO (alpha / beta): -4.0469 / -3.3792 eV
E_HOMO (alpha / beta): -11.58 / -12.48 eV
HOMO-LUMO gap (alpha / beta): 7.536 / 9.097 eV

The geometry in ORCA input format:
```
! wB97M-V def2-TZVPD RIJCOSX def2/J DEFGRID3
* xyz 1 1
C 2.99318 0.26054 -0.05709
C -1.05879 0.12838 1.33910
C -2.69423 -1.15419 -0.83637
C 2.05150 -0.80467 0.18351
C -0.65395 0.01099 -0.12633
N -0.19797 1.37119 -0.63167
O -1.37520 -0.61674 -1.09621
H 2.76593 1.04318 0.66533
H 3.08642 0.44723 -1.01271
H 4.04757 0.00632 0.43687
H -0.02995 0.47294 1.82312
H -1.76700 0.94590 1.53813
H -1.43388 -0.76388 1.73415
H -3.57199 -0.65782 -1.30781
H -2.88045 -1.24265 0.21559
H -2.48838 -2.18586 -1.22116
H 2.12811 -1.63911 -0.58993
H 1.46858 -0.79204 1.12225
H -0.26748 1.42360 -1.70552
H -0.83262 2.12601 -0.18414
H 0.71060 1.62069 -0.28910
*
```



two:
The following is a DFT calculation (ωB97M-V/def2-TZVPD) of a 2-piece molecular cluster, C5H14NO overall.

LUMO: -3.3124 eV
E_HOMO: -14.43 eV
HOMO-LUMO gap: 11.119 eV

The geometry in ORCA input format:
```
! wB97M-V def2-TZVPD RIJCOSX def2/J DEFGRID3
* xyz 1 1
C -1.64678 -1.07736 -2.03358
C -1.20593 0.33199 -1.64481
C 0.33982 0.44918 -1.55631
C 0.75092 0.42963 -0.12754
C 1.18542 -0.62701 0.52337
N 1.50319 -0.62177 1.97278
H -1.25174 -1.83251 -1.35146
H -2.72842 -1.16959 -2.06489
H -1.35669 -1.29843 -3.06271
H -1.54271 0.98159 -2.45486
H -1.70370 0.67193 -0.73611
H 0.76238 -0.33226 -2.16807
H 0.65962 1.38853 -2.00171
H 0.62547 1.36305 0.39801
H 1.37192 -1.59700 0.08914
H 2.45845 -0.96556 2.06881
H 1.37834 0.26923 2.49285
H 0.85706 -1.24972 2.45575
H -0.52243 1.53908 2.37985
H 0.18997 2.08626 3.60670
O -0.12416 1.26071 3.21478
*
```



three:
The following is a DFT calculation (ωB97M-V/def2-TZVPD) of a 2-piece molecular cluster, C5H14NO overall.

LUMO: -8.7117 eV
E_HOMO: -15.64 eV
HOMO-LUMO gap: 6.929 eV

The geometry in ORCA input format:
```
! wB97M-V def2-TZVPD RIJCOSX def2/J DEFGRID3
* xyz 1 1
C 1.31943 -0.45839 -1.44891
O 0.17585 -0.77693 -2.20238
C 1.09575 -0.33712 0.12265
C 0.30311 1.03805 0.40744
C -1.10691 0.96380 -0.19636
C 0.27161 1.23898 1.92229
N 0.51543 -1.35164 0.72016
H 1.67963 0.43601 -1.94930
H 1.95396 -1.31978 -1.66902
H -0.21818 -1.55515 -1.78042
H 2.10778 -0.11098 0.51251
H 0.80821 1.89230 -0.04590
H -1.81303 1.74840 0.03826
H -0.98955 0.95595 -1.28296
H -1.40271 -0.07088 -0.00561
H 1.26176 1.37829 2.36421
H -0.12134 0.34717 2.41849
H -0.31968 2.10555 2.20968
H 1.16974 -2.04200 1.11006
H -3.64112 -2.22506 -0.52722
H -3.04974 -1.85658 -0.71768
*
```



Ordering by calculated energy gives the sequence two, one, three, with the first entry being the most stable.